Record 1
Entry from the OMol25 dataset: 2 unconnected molecules or ions with the total composition C3H10N2O3 (wB97M-V/def2-TZVPD).

```
18
Properties=species:S:1:pos:R:3
O 0.28 0.96 1.98
C -0.55 0.33 1.34
N -1.87 0.72 1.43
C -0.32 -1.01 0.69
N 0.49 -1.18 -0.51
C -0.25 -0.79 -1.67
O -0.72 0.60 -1.59
H -2.04 1.64 1.82
H -2.51 0.39 0.72
H -1.30 -1.46 0.52
H 0.16 -1.65 1.45
H 1.46 -0.91 -0.49
H -1.21 -1.30 -1.69
H 0.32 -0.85 -2.60
H -0.02 1.16 -1.91
H 2.35 1.40 0.82
H 2.80 0.56 -0.36
O 2.94 1.40 0.05
```

Summary:
SMILES string	NC(=O)CNCO.O
HOMO energy	-9.532	eV
energy relative to the best compared isomer or geometry (same formula, charge and spin)	20.4	kcal per mole
net charge	0
Kohn-Sham gap	10.2	eV
max |F|	2.10	eV Å⁻¹

natural (NBO) atomic charge list, values in e, 8 entries: -0.64, 0.67, -0.82, -0.32, -0.62, 0.08, -0.76, 0.40

=====

Record 2
Entry from the OMol25 dataset: a gas-phase ion, C3H10N2OP (charge +1) (wB97M-V/def2-TZVPD).

```
17
Properties=species:S:1:pos:R:3
C -0.79 2.16 0.73
C -1.75 -0.97 -1.29
C 1.55 -0.79 1.32
N -0.10 1.38 -0.01
N -0.65 -1.18 -0.31
O 2.09 0.55 -0.82
P 0.69 -0.04 -0.15
H -0.97 2.19 1.82
H -1.16 3.01 0.18
H -0.30 -2.06 -0.43
H -1.88 0.13 -1.39
H -2.77 -1.35 -0.81
H -1.54 -1.47 -2.22
H 2.46 -0.22 1.50
H 1.95 -1.75 1.20
H 1.07 -0.75 2.26
H 2.10 1.15 -1.57
```

Summary:
spin multiplicity	3
expectation value of S²	2.01
HOMO energy (spin up / spin down)	-10.951 / -15.244	eV
energy relative to the best compared isomer or geometry (same formula, charge and spin)	0.0	kcal per mole
net charge	+1
Kohn-Sham gap (spin up / spin down)	6.6 / 7.7	eV
max |F|	4.45	eV Å⁻¹

natural (NBO) atomic charge list, values in e, 8 entries: -0.35, -0.44, -0.96, -0.55, -0.80, -0.92, 2.00, 0.29

=====

Record 3
Entry from the OMol25 dataset: 2 unconnected molecules or ions with the total composition C3H10N2OS (wB97M-V/def2-TZVPD).

```
17
Properties=species:S:1:pos:R:3
C -0.67 0.40 1.73
C -1.83 -0.56 1.95
S -2.36 -1.30 0.38
H -0.96 1.06 0.91
H 0.17 -0.13 1.26
H -0.34 0.95 2.58
H -1.69 -1.34 2.71
H -2.69 0.01 2.35
H -3.65 -1.65 0.69
N 1.19 -0.25 -2.69
C 1.35 0.59 -1.65
N 2.67 0.74 -1.21
O 0.40 1.15 -1.12
H 1.91 -1.00 -2.76
H 0.22 -0.61 -2.77
H 3.41 0.47 -1.85
H 2.86 1.49 -0.51
```

Summary:
SMILES string	NC(N)=O.CCS
HOMO energy	-8.693	eV
energy relative to the best compared isomer or geometry (same formula, charge and spin)	6.9	kcal per mole
net charge	0
Kohn-Sham gap	9.4	eV
max |F|	2.37	eV Å⁻¹

natural (NBO) atomic charge list, values in e, 8 entries: -0.63, -0.51, -0.06, 0.24, 0.21, 0.21, 0.20, 0.21

=====

Record 4
Entry from the OMol25 dataset: 2 unconnected molecules or ions with the total composition C3H10N2OS (wB97M-V/def2-TZVPD).

```
17
Properties=species:S:1:pos:R:3
C -0.73 -1.55 1.05
C -1.08 1.27 -0.02
C 0.28 -1.09 -0.01
N 3.67 -1.71 0.85
N 3.96 -0.97 0.05
O 1.10 0.91 -1.46
S 0.72 0.75 -0.05
H -0.67 -2.61 1.08
H -0.61 -1.08 2.00
H -1.79 -1.51 0.75
H -1.56 1.16 -0.98
H -1.57 0.52 0.71
H -1.04 2.30 0.12
H -0.11 -1.37 -1.02
H 1.28 -1.52 0.32
H 3.86 -1.15 -0.99
H 4.31 0.08 0.29
```

Summary:
HOMO energy	-8.109	eV
energy relative to the best compared isomer or geometry (same formula, charge and spin)	126.5	kcal per mole
net charge	0
Kohn-Sham gap	8.9	eV
max |F|	7.64	eV Å⁻¹

natural (NBO) atomic charge list, values in e, 8 entries: -0.64, -0.82, -0.60, -0.23, -0.32, -1.00, 1.22, 0.23

=====

Record 5
Entry from the OMol25 dataset: 2 unconnected molecules or ions with the total composition C3H10N2S (wB97M-V/def2-TZVPD).

```
16
Properties=species:S:1:pos:R:3
C -1.11 -0.23 1.95
C 0.15 0.58 1.89
S 1.64 -0.53 1.96
H -1.34 -0.56 2.97
H -1.07 -1.15 1.37
H -2.04 0.25 1.61
H 0.30 1.30 2.69
H 0.31 1.09 0.95
N 1.02 -0.71 -2.82
C -0.06 -0.04 -2.37
N -0.33 1.17 -2.64
H 1.49 -0.24 -3.58
H 1.02 -1.70 -2.73
H -0.74 -0.59 -1.73
H -1.31 1.40 -2.66
H 2.07 -0.04 3.14
```

Summary:
spin multiplicity	2
expectation value of S²	0.75
HOMO energy (spin up / spin down)	1.088 / -5.212	eV
energy relative to the best compared isomer or geometry (same formula, charge and spin)	16.8	kcal per mole
net charge	-1
Kohn-Sham gap (spin up / spin down)	1.8 / 8.8	eV
max |F|	1.83	eV Å⁻¹

natural (NBO) atomic charge list, values in e, 8 entries: -0.68, -0.57, -0.62, 0.20, 0.21, 0.19, 0.21, 0.21

=====

Record 6
Entry from the OMol25 dataset: 2 unconnected molecules or ions with the total composition C3H10N2S (wB97M-V/def2-TZVPD).

```
16
Properties=species:S:1:pos:R:3
C -2.55 -1.13 0.41
C -1.61 -0.73 1.51
S -0.92 0.93 1.50
H -2.12 -1.02 -0.64
H -3.55 -0.59 0.42
H -2.83 -2.19 0.47
H -0.75 -1.55 1.56
H -2.13 -0.94 2.49
N 2.86 -0.54 -1.02
C 2.00 -0.21 -2.02
N 1.27 1.02 -1.85
H 2.86 -0.04 -0.13
H 3.63 -1.27 -1.04
H 1.88 -0.85 -3.01
H 0.50 1.13 -2.51
H 1.32 1.65 -0.99
```

Summary:
HOMO energy	-5.463	eV
energy relative to the best compared isomer or geometry (same formula, charge and spin)	79.5	kcal per mole
net charge	0
Kohn-Sham gap	4.2	eV
max |F|	4.51	eV Å⁻¹

natural (NBO) atomic charge list, values in e, 8 entries: -0.61, -0.55, -0.67, 0.17, 0.20, 0.19, 0.16, 0.19